{"formula": "C37H44BBr2FLaN12O9PS2", "method": "ωB97M-V/def2-TZVPD", "homo_ev": -2.42, "multiplicity": 1, "homo_lumo_gap_ev": 5.9, "largest_force_ev_per_a": 2.9, "energy_ev": -250697.101, "total_charge": -2, "de_lowest_ev": 1.026, "species": ["La", "Br", "C", "C", "C", "N", "C", "C", "C", "C", "C", "Br", "C", "C", "N", "H", "H", "H", "H", "H", "H", "N", "C", "N", "N", "N", "N", "C", "N", "N", "N", "N", "H", "F", "C", "C", "C", "C", "C", "C", "C", "C", "O", "B", "O", "C", "C", "H", "H", "H", "H", "H", "H", "H", "H", "H", "H", "H", "H", "C", "C", "O", "P", "O", "C", "C", "O", "C", "C", "H", "H", "H", "H", "H", "H", "H", "H", "H", "H", "H", "H", "H", "H", "H", "C", "S", "C", "O", "H", "H", "H", "H", "H", "H", "O", "C", "N", "S", "O", "O", "C", "C", "C", "C", "C", "C", "H", "H", "H", "H"], "coordinates": [[-0.2013, -0.0712, -0.1168], [-4.0354, 3.8916, 4.6297], [-2.9264, 3.3791, 3.1600], [-3.4964, 3.1671, 1.9207], [-2.6395, 2.7509, 0.9075], [-1.3424, 2.5812, 1.0796], [-0.8029, 2.8560, 2.2579], [-1.5710, 3.2445, 3.3581], [0.6712, 2.7735, 2.3246], [1.3898, 3.5514, 3.2357], [2.7642, 3.5471, 3.1489], [3.7880, 4.5947, 4.3696], [3.4101, 2.8071, 2.1811], [2.6061, 2.0373, 1.3493], [1.2846, 2.0043, 1.4215], [-4.5541, 3.3054, 1.7530], [-3.0051, 2.5517, -0.0945], [-1.1353, 3.3924, 4.3353], [0.8847, 4.1678, 3.9644], [4.4844, 2.8124, 2.0773], [3.0515, 1.4252, 0.5747], [2.1680, 1.6674, -2.8513], [2.7192, 0.6134, -2.1876], [3.8702, 0.0731, -2.5864], [4.1197, -0.8782, -1.6854], [3.1823, -0.9056, -0.8009], [2.2495, 0.0387, -1.0718], [1.1101, 2.4394, -2.4373], [0.8235, 3.5824, -3.0480], [-0.2371, 4.0523, -2.3724], [-0.5546, 3.2460, -1.4207], [0.2917, 2.1829, -1.4119], [2.6599, 1.9897, -3.6641], [-1.3039, 0.2019, 1.9977], [-8.5185, -0.3659, -4.1973], [-7.3285, -1.2915, -4.4986], [-7.6095, -2.6455, -3.8441], [-7.2130, -1.5082, -6.0141], [-6.0473, -0.6450, -3.9648], [-5.6533, 0.5968, -4.4697], [-4.5261, 1.2740, -4.0085], [-3.7886, 0.6730, -3.0104], [-2.6902, 1.1065, -2.3515], [-2.3183, 0.1223, -1.3857], [-3.2834, -0.9242, -1.5373], [-4.1577, -0.5733, -2.5089], [-5.2742, -1.2449, -2.9663], [-9.4591, -0.8259, -4.5168], [-8.4130, 0.5915, -4.7078], [-8.5738, -0.1709, -3.1248], [-8.5225, -3.0745, -4.2648], [-7.7513, -2.5385, -2.7673], [-6.7927, -3.3479, -4.0184], [-8.1263, -1.9635, -6.4095], [-6.3715, -2.1673, -6.2350], [-7.0468, -0.5664, -6.5370], [-6.2355, 1.0702, -5.2522], [-4.2308, 2.2336, -4.4132], [-5.5114, -2.2133, -2.5464], [4.3233, -0.3110, 3.5274], [4.3836, -0.9846, 2.1603], [3.4539, -2.0475, 2.0784], [1.8844, -1.8449, 1.5348], [1.5937, -3.4431, 1.5497], [2.3697, -4.4954, 0.9638], [2.7444, -4.3431, -0.4961], [1.1529, -1.4799, 2.9573], [0.8034, -2.4111, 3.9714], [1.9932, -2.8092, 4.8347], [5.0425, 0.5091, 3.5833], [4.5493, -1.0369, 4.3116], [3.3175, 0.0731, 3.7023], [5.3731, -1.4237, 2.0027], [4.2138, -0.2664, 1.3578], [1.7423, -5.3791, 1.0821], [3.2816, -4.6195, 1.5581], [1.8462, -4.2605, -1.1018], [3.3083, -5.2210, -0.8198], [3.3481, -3.4553, -0.6444], [0.3666, -3.2991, 3.5111], [0.0357, -1.9173, 4.5710], [2.7584, -3.2547, 4.2000], [1.6783, -3.5328, 5.5907], [2.4179, -1.9328, 5.3273], [-2.6007, -3.8133, 2.5008], [-2.0116, -2.0858, 2.2704], [-3.5843, -1.5522, 1.5373], [-1.0416, -2.2414, 1.1463], [-2.7961, -4.2127, 1.5081], [-3.4866, -3.8325, 3.1351], [-1.7890, -4.3763, 2.9610], [-4.3931, -1.7509, 2.2409], [-3.7035, -2.1040, 0.6070], [-3.4888, -0.4876, 1.3416], [0.2271, -1.1913, -3.0038], [-0.1383, -2.2730, -2.5567], [-0.5065, -2.4614, -1.2843], [-1.1842, -3.9107, -1.0369], [-2.6213, -3.8458, -0.8868], [-0.5165, -4.7890, -0.1084], [-0.8036, -4.5511, -2.6869], [-0.9038, -5.8151, -3.2290], [-0.3874, -6.0248, -4.5034], [0.2182, -4.9863, -5.2050], [0.3119, -3.7162, -4.6511], [-0.2031, -3.5227, -3.3825], [-1.3655, -6.6205, -2.6705], [-0.4459, -7.0087, -4.9532], [0.6285, -5.1801, -6.1891], [0.7863, -2.8955, -5.1735]], "atomic_forces_ev_per_a": [[1.877, 0.551, 2.113], [0.064, -0.030, -0.076], [-0.167, 0.085, 0.079], [0.132, -0.046, 0.060], [-0.162, 0.059, -0.105], [0.186, -0.075, 0.199], [-0.602, -0.023, 0.124], [0.194, -0.039, -0.076], [0.519, -0.029, 0.049], [-0.197, -0.020, -0.054], [0.206, 0.021, 0.047], [-0.077, -0.048, -0.064], [-0.156, 0.031, 0.083], [0.229, 0.051, -0.046], [-0.230, -0.126, 0.158], [-0.005, -0.038, -0.034], [0.002, 0.024, 0.009], [0.002, 0.036, -0.009], [-0.003, 0.022, -0.025], [0.011, -0.028, -0.016], [-0.047, -0.031, -0.015], [-0.066, -0.083, -0.201], [0.251, -0.170, 0.278], [-0.124, 0.306, -0.222], [-0.118, -0.153, 0.238], [0.282, -0.448, 0.136], [0.441, 0.190, -0.742], [-0.321, 0.297, 0.192], [0.243, -0.137, -0.110], [-0.103, -0.068, 0.141], [-0.162, 0.219, -0.087], [0.135, 0.185, -0.771], [0.018, 0.013, 0.000], [0.194, 0.125, -0.312], [0.034, -0.068, -0.028], [-0.022, -0.003, -0.003], [0.029, 0.055, -0.022], [-0.017, -0.004, 0.059], [-0.022, 0.068, -0.058], [-0.014, 0.023, -0.042], [0.163, 0.036, 0.072], [-0.181, -0.298, 0.091], [-0.071, 0.258, -0.142], [-2.321, 0.155, -1.714], [-0.277, -0.201, 0.012], [0.026, 0.347, -0.136], [0.117, -0.106, 0.118], [0.007, 0.001, -0.019], [-0.005, 0.018, 0.006], [-0.030, 0.014, -0.001], [-0.007, 0.004, -0.006], [0.017, -0.041, 0.005], [-0.009, -0.012, 0.024], [-0.003, 0.000, 0.003], [-0.004, -0.002, -0.024], [0.003, 0.004, -0.018], [-0.046, -0.034, 0.006], [-0.026, 0.004, 0.009], [-0.015, 0.032, 0.008], [-0.064, -0.174, -0.161], [0.019, 0.115, 0.149], [-0.184, 0.090, -0.327], [0.745, -1.085, 1.512], [0.005, 0.032, -0.580], [0.070, -0.116, 0.230], [-0.261, 0.286, 0.165], [-0.001, 0.052, -0.129], [0.093, 0.006, 0.135], [-0.094, 0.052, -0.220], [-0.007, 0.028, 0.021], [0.016, 0.039, 0.008], [0.027, 0.087, 0.047], [-0.028, 0.035, -0.067], [0.006, -0.016, -0.057], [0.003, -0.001, 0.068], [-0.047, 0.026, 0.055], [-0.051, 0.006, -0.100], [0.003, -0.018, 0.051], [0.152, 0.174, -0.126], [-0.012, 0.009, 0.001], [0.000, -0.003, -0.020], [0.048, -0.037, 0.093], [0.010, 0.012, 0.036], [0.008, -0.034, 0.030], [0.438, 0.316, -0.204], [-1.178, -0.599, 0.794], [0.405, 0.110, 0.061], [0.094, 0.026, -0.061], [-0.101, -0.080, -0.001], [0.010, 0.077, 0.028], [-0.004, 0.006, 0.004], [0.044, -0.015, 0.049], [-0.042, -0.028, -0.040], [-0.010, 0.009, 0.005], [0.019, 0.153, 0.091], [0.221, 0.110, -0.589], [-0.119, -0.411, 0.293], [-0.293, -0.714, -0.609], [0.060, 0.114, -0.013], [0.231, 0.189, 0.061], [0.265, 0.520, 0.162], [-0.211, -0.189, 0.151], [-0.038, 0.039, 0.063], [0.006, 0.017, -0.068], [-0.033, -0.023, -0.042], [-0.011, -0.076, -0.132], [0.030, -0.011, -0.014], [-0.009, -0.012, 0.022], [-0.008, 0.022, 0.002], [0.003, 0.015, 0.033]], "lowdin_charge": [1.83, 0.68, -0.67, -0.09, -0.11, 0.08, -0.23, -0.07, -0.19, -0.06, -0.67, 0.70, -0.11, -0.12, 0.10, 0.10, 0.11, 0.10, 0.10, 0.10, 0.09, 0.13, -0.50, 0.01, -0.10, -0.15, -0.12, -0.50, -0.01, -0.12, -0.10, -0.08, 0.13, -0.60, -0.06, -0.57, -0.08, -0.06, -0.19, -0.06, 0.02, -0.22, 0.08, -0.56, 0.06, -0.20, 0.06, 0.07, 0.07, 0.09, 0.08, 0.08, 0.09, 0.08, 0.09, 0.07, 0.10, 0.12, 0.11, -0.09, -0.31, -0.31, 0.86, -0.32, -0.28, -0.07, -0.34, -0.31, -0.08, 0.07, 0.07, 0.07, 0.11, 0.07, 0.10, 0.10, 0.05, 0.08, 0.05, 0.09, 0.11, 0.07, 0.07, 0.07, -0.23, 0.87, -0.22, -0.70, 0.03, 0.04, 0.04, 0.05, 0.04, 0.03, 0.03, -0.55, -0.16, 0.64, -0.31, -0.30, -0.19, -0.05, -0.10, -0.09, 0.00, -0.13, 0.11, 0.09, 0.09, 0.12]}